[1]
This record from OMol25 describes C34H50N2O6ReSe as an isolated structure. The level of theory is ωB97M-V/def2-TZVPD.

Geometry (Å):
Re 0.28591 0.45258 -2.27991
C 1.59881 -5.35168 2.21788
C 1.87773 -4.02311 2.93244
C 0.78882 -3.77298 3.98384
C 3.22108 -4.13713 3.65379
C 1.86624 -2.88869 1.90808
C 0.71092 -2.63248 1.17616
C 0.71379 -1.63851 0.22050
Se -0.81883 -1.33703 -0.89026
C -1.84446 -0.15356 0.19574
C -2.77788 -0.59756 1.11358
C -3.56194 0.32454 1.79348
C -3.36491 1.67457 1.50462
C -2.45009 2.16006 0.57544
C -1.68585 1.19956 -0.11633
O -0.78263 1.55001 -1.03400
C -2.25997 3.65434 0.33190
C -3.15845 4.49693 1.24063
C -0.80643 4.05076 0.63421
C -2.60841 3.99197 -1.12435
C -4.60133 -0.16603 2.80306
C -5.35938 0.98650 3.46141
C -3.90088 -0.97063 3.90660
C -5.61909 -1.06524 2.08881
C 1.85986 -0.89375 -0.07299
O 1.83415 -0.06543 -1.13586
C 3.00247 -1.04339 0.72510
C 2.96779 -2.07851 1.66129
C 4.26231 -0.17317 0.64510
C 4.06777 1.17177 -0.06750
C 4.72547 0.18316 2.07076
C 5.37357 -0.96344 -0.05825
H 1.58990 -6.17213 2.93812
H 2.36411 -5.55986 1.46899
H 0.63258 -5.33969 1.71296
H 0.78447 -4.57985 4.71935
H -0.20367 -3.72857 3.53487
H 0.96146 -2.83160 4.50753
H 3.17808 -4.95280 4.37689
H 3.46464 -3.22419 4.19984
H 4.03553 -4.35253 2.96029
H -0.19029 -3.21018 1.34359
H -2.88554 -1.65943 1.30185
H -3.96447 2.39704 2.03507
H -2.95779 4.31547 2.29807
H -4.21798 4.31655 1.05075
H -2.96613 5.55259 1.04393
H -0.57026 3.87712 1.68636
H -0.67094 5.11492 0.42843
H -0.10205 3.49210 0.02359
H -3.62909 3.68187 -1.35577
H -1.94590 3.49556 -1.82765
H -2.54256 5.07239 -1.27319
H -4.68865 1.65086 4.00843
H -6.08207 0.58626 4.17397
H -5.90950 1.57949 2.72947
H -3.16711 -0.35559 4.42938
H -3.38221 -1.84039 3.50265
H -4.63142 -1.32797 4.63537
H -6.13563 -0.51721 1.29987
H -6.36431 -1.42996 2.79868
H -5.13845 -1.93214 1.63482
H 3.86160 -2.25144 2.23920
H 3.20084 1.70815 0.31928
H 3.95737 1.08618 -1.14420
H 4.95298 1.78369 0.11673
H 3.95469 0.75180 2.59338
H 5.62275 0.80101 2.01166
H 4.97315 -0.68690 2.67611
H 5.06414 -1.26997 -1.05957
H 5.63231 -1.86423 0.50063
H 6.27221 -0.35070 -0.15519
C 2.74178 1.99296 -5.54089
C 1.63172 1.63967 -4.61138
N 1.81764 0.83646 -3.58257
O 3.11277 0.36927 -3.41010
C 0.31519 2.11879 -4.73850
C -0.23447 2.91875 -5.86750
N -0.47945 1.72078 -3.73393
O -1.70979 1.97254 -3.73363
H 3.69729 1.97880 -5.02391
H 2.57215 2.97825 -5.97024
H 2.79496 1.27047 -6.35790
H 3.06228 -0.03144 -2.51983
H 0.24979 2.65679 -6.80790
H -0.11052 3.99210 -5.70687
H -1.30087 2.71968 -5.94916
C -0.88748 -1.99479 -5.62293
O -0.73722 -0.87146 -4.74399
C -0.00007 -1.08806 -3.65122
O 0.54426 -2.15621 -3.43926
H -1.56927 -1.66836 -6.40265
H -1.29848 -2.84873 -5.08633
H 0.07487 -2.27636 -6.04878

Forces on atoms 1 to 3 (eV/Å):
Re 0.4 -0.4 0.0
C 0.0 0.0 0.0
C 0.0 0.0 0.0

Properties
* relative energy (zero: lowest compared OMol25 entry of this formula, charge and spin): 2.4 kcal/mol
* HOMO level (alpha / beta): -7.66 / -7.59 eV
* LUMO energy (alpha / beta): -0.034 / -0.029 Eh
* multiplicity: 2

[2]
This record from OMol25 describes a single C5H7NO molecule at a distorted geometry. The level of theory is ωB97M-V/def2-TZVPD.

Geometry (Å):
H -1.77440 2.92492 1.24012
N -1.00134 2.37467 1.60937
C -0.66260 1.40744 0.87331
C 0.38528 0.42238 0.92403
C 0.28728 -0.44501 -0.13227
C 1.30427 -1.44065 -0.60463
C -0.87512 -0.07179 -0.90869
O -1.45881 1.02128 -0.37904
H 1.12564 0.39009 1.71090
H 0.89403 -2.22393 -1.24614
H 2.06235 -0.90785 -1.18413
H 1.82025 -1.93176 0.22046
H -0.98791 -1.17841 -0.18356
H -1.11893 -0.34140 -1.93974

Forces on atoms 1 to 3 (eV/Å):
H 0.0 -0.2 0.0
N 0.3 -0.5 -0.6
C -0.9 -0.1 -1.0

Properties
* relative energy (zero: lowest compared OMol25 entry of this formula, charge and spin): 64.8 kcal/mol
* HOMO level: -8.07 eV
* LUMO energy: 0.025 Eh
* SMILES string: [H]/N=C1/C=C(C)CO1

[3]
This record from OMol25 describes C9H27F2NaO12P3 as an isolated structure at a distorted geometry. The level of theory is ωB97M-V/def2-TZVPD.

Geometry (Å):
Na 2.68414 -0.76275 -0.05029
F 4.05149 1.05706 0.11548
F 2.81118 -1.29629 2.51660
C -0.24628 -0.80952 1.83581
O -1.36954 0.02706 1.48429
P -2.05457 -0.14226 0.08785
O -2.82075 -1.37671 -0.09169
O -2.89600 1.17880 -0.06406
C -4.03113 1.52115 0.69963
O -0.86780 0.12269 -0.90265
C -1.11770 0.36137 -2.29134
H -0.35598 -1.80544 1.40262
H -0.15609 -0.91226 2.91147
H 0.66999 -0.36638 1.46780
H -4.12547 0.88504 1.58052
H -4.93284 1.39527 0.09630
H -3.94356 2.56450 0.99284
H -0.37982 -0.19827 -2.86373
H -0.99151 1.42340 -2.49703
H -2.12000 0.02365 -2.55540
C -2.19525 5.49517 -0.74740
O -1.27053 4.58833 -1.33432
P 0.10905 4.26988 -0.61249
O 0.04614 3.83455 0.76209
O 0.66994 3.27929 -1.68453
C 1.93869 2.56848 -1.47100
O 0.96241 5.61016 -0.80810
C 0.82242 6.42264 -1.95017
H -3.11269 4.97113 -0.49244
H -2.37908 6.31736 -1.44038
H -1.81633 5.95630 0.17100
H 1.68646 1.53623 -1.29832
H 2.55365 3.01114 -0.69540
H 2.47123 2.67312 -2.41501
H 1.80102 6.81271 -2.22435
H 0.12466 7.24620 -1.77418
H 0.43491 5.89003 -2.82480
C 2.26301 -6.43372 -0.39521
O 1.15001 -5.55744 -0.48203
P 1.04056 -4.23497 0.38189
O 1.74802 -3.07085 -0.11297
O -0.51439 -4.02536 0.41841
C -1.30196 -4.92257 1.21339
O 1.50068 -4.69556 1.80608
C 2.43386 -3.87865 2.58839
H 2.01425 -7.32618 -0.96475
H 2.43942 -6.76907 0.62937
H 3.14970 -5.92648 -0.77331
H -1.40437 -4.50162 2.21101
H -0.90943 -5.93805 1.23096
H -2.29086 -4.96584 0.75763
H 2.22721 -2.81013 2.53301
H 3.45504 -4.10279 2.29706
H 2.34478 -4.21355 3.62582

Forces on atoms 1 to 3 (eV/Å):
Na 0.8 0.3 1.3
F -0.7 -0.5 -0.8
F -0.4 0.4 -0.6

Properties
* relative energy (zero: lowest compared OMol25 entry of this formula, charge and spin): 0.0 kcal/mol
* HOMO level: -4.91 eV
* net charge: -1
* LUMO energy: 0.087 Eh

[4]
This record from OMol25 describes C33H43BBiN7O5P as an isolated structure at a distorted geometry. The level of theory is ωB97M-V/def2-TZVPD.

Geometry (Å):
Bi 1.69994 -0.23299 1.58516
C -0.08093 -0.07585 4.89553
C 1.02956 -0.89925 4.37702
O 2.09898 -0.41939 3.81494
C 0.86227 -2.37537 4.39895
C 0.74898 -3.01866 5.66464
C 1.08368 -4.33285 5.74850
C 1.26284 -5.12381 4.62308
C 1.12730 -4.59382 3.37212
C 1.07739 -3.15896 3.20758
O 1.21026 -2.65706 2.03219
H -0.36940 -0.37676 5.93464
H -0.99401 -0.24636 4.33076
H 0.11591 0.99665 4.82164
H 0.29022 -2.44606 6.50361
H 1.06768 -4.81272 6.75141
H 1.33298 -6.20929 4.74691
H 1.22432 -5.16673 2.43795
N -0.44952 0.39569 1.27208
P -1.25439 0.89540 0.01397
N -0.50027 1.68455 -1.31168
C 0.74042 2.40683 -1.29038
C 0.58863 3.82133 -1.83521
C 0.17565 3.72223 -3.29749
C -1.19650 3.02850 -3.34265
C -1.13089 1.65944 -2.62631
N -2.18311 -0.23663 -0.87695
C -1.51703 -1.19344 -1.75555
C -2.38094 -1.64404 -2.95782
C -3.76553 -2.16042 -2.51313
C -4.42175 -1.17735 -1.51386
C -3.41941 -0.82417 -0.36445
N -2.47017 1.98408 0.49306
C -3.55347 2.44904 -0.35069
C -4.93988 2.52219 0.29804
C -4.89455 3.23156 1.65160
C -3.74689 2.67910 2.52292
C -2.41861 2.70796 1.77104
H 1.46746 1.78766 -1.87001
H 1.14644 2.35219 -0.28733
H 1.59058 4.31849 -1.86993
H -0.12599 4.34446 -1.21565
H 0.96946 3.27788 -3.86421
H 0.11106 4.74338 -3.72118
H -1.51901 2.83584 -4.35434
H -1.97573 3.61725 -2.82438
H -0.71752 0.87531 -3.28544
H -2.22412 1.36248 -2.52998
H -1.28781 -2.08102 -1.15141
H -0.52454 -0.85471 -2.14744
H -1.80558 -2.45072 -3.42093
H -2.46828 -0.86522 -3.70731
H -3.74965 -3.11618 -1.98157
H -4.36500 -2.27786 -3.40939
H -5.26608 -1.71475 -1.07571
H -4.77232 -0.24183 -1.97731
H -3.17342 -1.70962 0.25032
H -3.91936 -0.12904 0.32775
H -3.65315 1.77038 -1.18654
H -3.31508 3.45400 -0.79103
H -5.39432 1.51770 0.44585
H -5.59357 3.08722 -0.38102
H -5.86469 3.11189 2.11997
H -4.80349 4.29698 1.50755
H -3.93056 1.61281 2.84126
H -3.73013 3.31073 3.44344
H -1.63538 2.23344 2.35658
H -2.07175 3.72096 1.66581
N 6.48193 -0.45486 0.99602
C 5.27914 0.09608 1.00379
O 4.27498 -0.64662 0.98730
C 5.13830 1.56273 1.01105
C 6.26459 2.34110 1.35545
N 7.21879 2.96322 1.58089
C 3.83792 1.96909 0.95345
N 2.65131 1.99066 0.91489
H 6.54183 -1.44910 0.82529
H 7.34534 0.07601 0.94166
O 2.70773 -0.64191 -1.68526
B 2.29613 -1.47074 -0.56910
O 2.50806 -2.82140 -0.88922
C 3.01214 -2.84027 -2.31228
C 3.46101 -3.90475 -3.03909
C 4.08063 -3.51904 -4.27387
C 4.15718 -2.19728 -4.74695
C 3.70434 -1.13896 -3.91896
C 3.14112 -1.49992 -2.71942
H 3.46479 -4.94868 -2.76699
H 4.67227 -4.30312 -4.78848
H 4.63367 -2.02869 -5.73182
H 3.67854 -0.12626 -4.26789

Forces on atoms 1 to 3 (eV/Å):
Bi -1.2 -1.4 -3.6
C -0.4 0.8 1.0
C 2.5 -0.7 -1.3

Properties
* relative energy (zero: lowest compared OMol25 entry of this formula, charge and spin): 70.8 kcal/mol
* HOMO level: -4.21 eV
* net charge: -1
* LUMO energy: 0.095 Eh